Arrangement A

A 11-piece molecular cluster, C33H88O11 overall. Source: the Open Molecules 2025 dataset; level of theory: wB97M-V/def2-TZVPD.

Geometry as ORCA input:
```
! RIJCOSX wB97M-V def2-TZVPD def2/J DEFGRID3
* xyz 0 1
C 4.984 -6.929 -6.551
C 4.299 -6.932 -7.916
C 2.757 -6.891 -7.913
O 4.867 -5.837 -8.502
H 4.713 -7.902 -6.140
H 4.679 -6.177 -5.823
H 6.071 -6.997 -6.590
H 4.727 -7.806 -8.408
H 2.327 -6.665 -8.889
H 2.454 -6.127 -7.198
H 2.323 -7.855 -7.646
H 5.725 -6.153 -8.795
C -3.221 -10.040 -5.352
C -2.811 -9.352 -6.634
C -4.017 -8.522 -7.169
O -1.733 -8.491 -6.474
H -3.142 -9.392 -4.480
H -2.696 -10.962 -5.101
H -4.258 -10.373 -5.337
H -2.544 -10.233 -7.217
H -4.280 -7.761 -6.434
H -4.826 -9.166 -7.514
H -3.746 -7.893 -8.017
H -1.217 -8.421 -7.280
C -6.813 -5.534 -7.782
C -6.103 -4.628 -6.784
C -5.727 -3.193 -7.241
O -6.970 -4.295 -5.755
H -7.152 -6.477 -7.352
H -6.099 -5.733 -8.581
H -7.730 -5.129 -8.209
H -5.216 -5.133 -6.400
H -4.892 -3.362 -7.921
H -5.400 -2.534 -6.437
H -6.557 -2.721 -7.767
H -7.571 -3.670 -6.168
C -1.637 -5.383 -7.731
C -2.255 -5.252 -9.142
C -1.518 -4.250 -10.077
O -2.099 -6.559 -9.763
H -1.336 -4.485 -7.191
H -0.745 -6.007 -7.774
H -2.348 -5.867 -7.062
H -3.303 -4.965 -9.223
H -2.118 -3.769 -10.851
H -0.592 -4.615 -10.519
H -1.093 -3.446 -9.476
H -2.761 -6.597 -10.457
C -2.678 -7.983 -13.435
C -4.043 -7.664 -12.901
C -4.727 -8.903 -12.344
O -3.984 -6.676 -11.959
H -2.687 -8.767 -14.192
H -1.832 -8.019 -12.749
H -2.417 -7.109 -14.032
H -4.534 -7.212 -13.763
H -4.350 -9.155 -11.353
H -4.719 -9.744 -13.037
H -5.797 -8.730 -12.225
H -4.899 -6.471 -11.753
C -8.246 -4.365 -11.258
C -7.338 -5.279 -12.150
C -6.213 -4.530 -12.867
O -6.760 -6.198 -11.336
H -7.700 -3.917 -10.428
H -9.129 -4.882 -10.884
H -8.657 -3.614 -11.934
H -7.990 -5.842 -12.819
H -6.586 -3.827 -13.612
H -5.548 -5.187 -13.428
H -5.663 -3.885 -12.182
H -7.478 -6.787 -11.090
C -3.186 -1.223 -14.185
C -2.770 -0.927 -15.564
C -2.555 -2.116 -16.505
O -3.639 -0.076 -16.228
H -2.315 -1.699 -13.736
H -4.026 -1.916 -14.129
H -3.300 -0.260 -13.688
H -1.805 -0.442 -15.415
H -1.673 -2.643 -16.140
H -2.330 -1.756 -17.509
H -3.382 -2.816 -16.621
H -3.352 0.839 -16.280
C 0.862 -7.368 -4.733
C -0.051 -7.806 -3.562
C -1.233 -6.929 -3.338
O -0.532 -9.005 -3.981
H 1.373 -8.202 -5.214
H 1.535 -6.574 -4.410
H 0.286 -6.910 -5.537
H 0.470 -7.922 -2.612
H -0.863 -5.913 -3.201
H -1.764 -7.016 -2.390
H -1.883 -6.852 -4.210
H -0.847 -8.761 -4.854
C 1.345 -1.061 -5.579
C 2.111 -1.408 -6.843
C 1.251 -1.336 -8.089
O 3.160 -0.409 -6.986
H 1.112 0.002 -5.532
H 1.936 -1.312 -4.698
H 0.387 -1.530 -5.353
H 2.514 -2.416 -6.740
H 0.481 -2.105 -8.154
H 1.929 -1.517 -8.922
H 0.871 -0.324 -8.225
H 3.792 -0.464 -6.265
C 4.144 -3.281 -10.400
C 4.727 -4.135 -11.595
C 4.223 -3.730 -13.035
O 6.131 -4.099 -11.512
H 3.072 -3.443 -10.294
H 4.404 -2.229 -10.517
H 4.691 -3.569 -9.502
H 4.346 -5.121 -11.328
H 4.640 -4.510 -13.672
H 4.680 -2.826 -13.437
H 3.134 -3.699 -13.075
H 6.457 -3.288 -11.910
C -0.960 -9.954 -10.416
C 0.292 -9.235 -9.836
C 1.006 -8.535 -11.009
O -0.098 -8.275 -8.867
H -1.804 -9.272 -10.523
H -1.140 -10.772 -9.719
H -0.767 -10.422 -11.381
H 0.994 -10.015 -9.541
H 0.253 -8.075 -11.649
H 1.516 -9.219 -11.688
H 1.745 -7.828 -10.632
H -0.574 -7.575 -9.319
*
```

The value obtained for the frontier orbital gap is 9.30 eV.

Atom charges from the Löwdin analysis, given in e for atoms 1 to 8:
1 C -0.063
2 C -0.511
3 C -0.023
4 O -0.054
5 H 0.073
6 H 0.081
7 H 0.076
8 H 0.133

***

Arrangement B

A 11-piece molecular cluster, C33H88O11 overall. Source: the Open Molecules 2025 dataset; level of theory: wB97M-V/def2-TZVPD.

Geometry as ORCA input:
```
! RIJCOSX wB97M-V def2-TZVPD def2/J DEFGRID3
* xyz 0 1
C -15.521 28.197 5.508
C -14.895 26.780 5.335
C -13.382 26.762 5.446
O -15.531 25.909 6.289
H -15.911 28.340 6.513
H -16.362 28.338 4.826
H -14.759 28.897 5.156
H -15.276 26.510 4.345
H -13.059 25.731 5.591
H -13.177 27.300 6.377
H -12.893 27.302 4.639
H -16.119 25.322 5.809
C -7.834 19.013 9.344
C -7.399 20.496 9.382
C -7.671 21.094 7.989
O -8.259 21.125 10.319
H -7.412 18.405 10.148
H -7.448 18.551 8.430
H -8.921 19.011 9.332
H -6.361 20.597 9.713
H -6.956 20.688 7.274
H -7.339 22.122 8.156
H -8.713 20.938 7.728
H -8.159 20.739 11.193
C -7.543 22.969 -0.854
C -8.934 22.646 -0.306
C -10.047 23.207 -1.191
O -9.127 21.225 -0.294
H -6.709 22.353 -0.506
H -7.271 24.007 -0.668
H -7.523 22.745 -1.924
H -9.094 23.103 0.672
H -10.114 24.292 -1.233
H -11.036 22.903 -0.817
H -10.170 22.737 -2.170
H -8.412 20.805 0.195
C -10.294 29.785 1.896
C -11.450 28.943 2.357
C -11.078 27.498 2.743
O -12.035 29.593 3.484
H -9.971 29.562 0.874
H -9.428 29.718 2.551
H -10.668 30.805 1.769
H -12.182 28.729 1.571
H -11.963 26.870 2.866
H -10.627 27.403 3.732
H -10.400 27.080 2.000
H -12.105 30.541 3.353
C -12.211 18.310 5.506
C -11.488 16.983 5.523
C -9.980 17.168 5.432
O -11.832 16.415 6.797
H -13.273 18.141 5.685
H -12.148 18.897 4.588
H -11.754 18.913 6.292
H -11.864 16.356 4.707
H -9.376 16.258 5.372
H -9.555 17.843 6.172
H -9.813 17.562 4.420
H -11.304 15.615 6.889
C -14.670 22.600 8.205
C -13.428 23.378 7.832
C -13.136 24.571 8.708
O -12.343 22.437 7.972
H -14.765 21.629 7.726
H -15.590 23.146 7.943
H -14.848 22.543 9.283
H -13.444 23.657 6.776
H -13.863 25.363 8.494
H -12.157 25.028 8.581
H -13.391 24.303 9.737
H -11.976 22.481 8.861
C -14.529 21.838 4.010
C -14.380 22.678 2.758
C -14.146 21.758 1.539
O -15.588 23.350 2.477
H -14.749 22.585 4.782
H -13.660 21.208 4.210
H -15.340 21.110 4.111
H -13.537 23.369 2.747
H -13.932 22.374 0.661
H -15.040 21.228 1.194
H -13.402 20.967 1.610
H -16.391 22.917 2.765
C -8.907 27.381 8.121
C -9.021 26.406 6.947
C -8.742 27.016 5.580
O -8.089 25.331 7.064
H -9.679 28.137 8.261
H -7.931 27.871 8.064
H -8.913 26.878 9.092
H -10.033 25.982 6.940
H -8.724 26.390 4.693
H -7.797 27.571 5.567
H -9.445 27.855 5.463
H -8.360 24.655 6.429
C -10.630 17.811 -0.344
C -11.697 18.756 0.241
C -11.292 19.090 1.688
O -11.735 19.930 -0.536
H -10.788 17.744 -1.422
H -10.725 16.772 -0.009
H -9.597 18.082 -0.129
H -12.685 18.312 0.129
H -11.653 18.236 2.274
H -11.852 19.884 2.189
H -10.246 19.340 1.855
H -10.933 20.464 -0.450
C -10.091 23.420 3.567
C -10.678 23.014 4.871
C -10.676 21.520 5.102
O -9.918 23.537 5.961
H -9.889 24.496 3.533
H -10.639 23.054 2.699
H -9.055 23.081 3.416
H -11.700 23.418 4.871
H -11.121 21.271 6.065
H -9.672 21.091 5.109
H -11.198 21.096 4.238
H -10.441 23.372 6.760
C -7.338 19.593 3.132
C -5.899 19.009 3.092
C -5.262 18.793 4.464
O -5.847 17.888 2.221
H -7.382 20.490 2.518
H -7.692 19.845 4.134
H -8.017 18.799 2.818
H -5.185 19.641 2.558
H -5.164 19.723 5.031
H -4.218 18.510 4.324
H -5.845 18.111 5.085
H -6.551 17.259 2.414
*
```

The value obtained for the frontier orbital gap is 9.90 eV.

Atom charges from the Löwdin analysis, given in e for atoms 1 to 8:
1 C -0.045
2 C -0.463
3 C -0.036
4 O -0.066
5 H 0.076
6 H 0.068
7 H 0.069
8 H 0.128

***

Which structure wins on stability? arrangement B wins.

***

Arrangement A

A 2-piece molecular cluster, F3HN2 overall. Source: the Open Molecules 2025 dataset; level of theory: wB97M-V/def2-TZVPD.

Geometry as ORCA input:
```
! RIJCOSX wB97M-V def2-TZVPD def2/J DEFGRID3
* xyz 0 1
F -0.686 -0.938 1.769
N -1.354 -0.225 0.839
N -0.558 0.300 0.061
F -1.229 1.027 -0.868
F 2.169 -0.438 -1.064
H 1.658 0.273 -0.737
*
```

The value obtained for the frontier orbital gap is 12.44 eV.

Electronic structure analysis, Löwdin charges in units of e:
1 F -0.011
2 N 0.049
3 N 0.026
4 F -0.016
5 F -0.095
6 H 0.047

***

Arrangement B

A 2-piece molecular cluster, F3HN2 overall. Source: the Open Molecules 2025 dataset; level of theory: wB97M-V/def2-TZVPD.

Geometry as ORCA input:
```
! RIJCOSX wB97M-V def2-TZVPD def2/J DEFGRID3
* xyz 0 1
F 1.399 1.300 0.140
N 1.559 -0.040 0.312
N 0.472 -0.686 0.177
F 0.625 -1.963 0.444
F -2.244 0.505 -0.141
H -1.811 0.884 -0.932
*
```

The value obtained for the frontier orbital gap is 11.85 eV.

Electronic structure analysis, Löwdin charges in units of e:
1 F -0.038
2 N 0.044
3 N 0.007
4 F 0.005
5 F -0.138
6 H 0.121

***

Which structure wins on stability? arrangement A wins.

***

Arrangement A

F3HN2 as an isolated structure. Source: the Open Molecules 2025 dataset; level of theory: wB97M-V/def2-TZVPD.

Geometry as ORCA input:
```
! RIJCOSX wB97M-V def2-TZVPD def2/J DEFGRID3
* xyz 0 1
N -0.641 0.544 0.236
N -1.320 0.431 1.371
F -1.500 0.551 -0.826
F -0.531 0.944 2.283
F -1.387 -1.106 1.863
H 0.133 -0.097 -0.227
*
```

The value obtained for the frontier orbital gap is 11.65 eV.

Electronic structure analysis, Löwdin charges in units of e:
1 N -0.027
2 N -0.042
3 F -0.032
4 F 0.037
5 F -0.159
6 H 0.222

***

Arrangement B

A 2-piece molecular cluster, F3HN2 overall. Source: the Open Molecules 2025 dataset; level of theory: wB97M-V/def2-TZVPD.

Geometry as ORCA input:
```
! RIJCOSX wB97M-V def2-TZVPD def2/J DEFGRID3
* xyz 0 1
F 3.085 1.252 0.019
N 2.492 0.279 -0.625
N 2.601 -0.714 0.089
F 2.220 -1.845 -0.617
F -0.492 1.106 0.448
H -1.398 1.372 0.679
*
```

The value obtained for the frontier orbital gap is 12.40 eV.

Electronic structure analysis, Löwdin charges in units of e:
1 F -0.006
2 N 0.010
3 N 0.053
4 F -0.053
5 F -0.131
6 H 0.127

***

Which structure wins on stability? arrangement B wins.